(1)
{
  "formula": "C8H15IO2S",
  "method": "wB97M-V/def2-TZVPD",
  "elements": ["C", "C", "C", "C", "C", "C", "C", "C", "O", "O", "S", "I", "H", "H", "H", "H", "H", "H", "H", "H", "H", "H", "H", "H", "H", "H", "H"],
  "coordinates": [[0.2131, -0.6540, -1.4120], [0.7585, -1.5732, -0.3020], [1.7829, -0.9279, 0.5539], [-0.8152, 0.3911, -1.0201], [0.2630, 1.5116, 1.4645], [-0.3345, -2.1878, 0.5759], [-1.5296, 0.9316, -2.2468], [1.3578, 2.2278, 2.1446], [-1.0118, 2.9318, -0.2893], [1.2383, 2.1287, -0.8863], [-0.0253, 1.8750, -0.2372], [3.4255, 0.0222, -0.2387], [1.0524, -0.1239, -1.8695], [-0.2327, -1.2954, -2.1782], [1.2463, -2.4038, -0.8414], [1.8867, -1.2193, 1.5854], [-1.5381, 0.0303, -0.2896], [-0.6183, 1.2013, 1.9958], [0.0872, -2.9871, 1.1835], [-1.1280, -2.6070, -0.0399], [-0.7651, -1.4428, 1.2418], [-2.1137, 0.1530, -2.7389], [-0.7969, 1.3262, -2.9501], [-2.1902, 1.7450, -1.9559], [2.1213, 2.4953, 1.4132], [1.8091, 1.6223, 2.9359], [0.9969, 3.1515, 2.6117]],
  "forces_ev_per_a": [[0.181, -0.216, 0.185], [-0.096, -0.081, -0.259], [-0.096, 0.769, 0.146], [0.401, 0.508, 0.367], [0.122, -0.368, -0.895], [0.183, 0.015, -0.152], [-0.139, 0.289, 0.013], [0.280, 0.134, -0.053], [-0.153, -0.041, 0.256], [-0.064, -0.070, -0.016], [-0.370, -0.124, -0.005], [0.196, -0.430, 0.175], [-0.046, -0.116, -0.175], [-0.026, 0.095, 0.013], [0.012, 0.079, 0.070], [0.076, -0.025, 0.134], [-0.034, -0.023, 0.094], [-0.224, -0.239, 0.130], [-0.051, -0.026, 0.066], [-0.087, -0.054, -0.026], [-0.058, 0.041, 0.078], [0.095, -0.061, 0.074], [-0.020, -0.013, -0.121], [-0.072, -0.026, -0.142], [0.079, -0.001, 0.136], [-0.058, -0.003, -0.070], [-0.030, -0.013, -0.025]],
  "spin_multiplicity": 1,
  "e_above_lowest_kcal_mol": 0.0,
  "fmax_ev_per_a": 1.0,
  "homo_ev": [-7.9, -8.9],
  "total_energy_ev": -31566.6817,
  "orbital_gap_ev": [7.322, 8.702]
}

(2)
{
  "formula": "C5H11N",
  "method": "wB97M-V/def2-TZVPD",
  "elements": ["C", "C", "C", "C", "C", "N", "H", "H", "H", "H", "H", "H", "H", "H", "H", "H", "H"],
  "coordinates": [[-1.6205, 0.8300, -0.5749], [-1.2957, 0.1109, 0.7619], [-0.1588, -0.8873, 0.6173], [1.1004, -0.3013, 0.0457], [1.7731, 0.7437, 0.5395], [1.6171, -1.0439, -1.0397], [-2.3423, 0.2266, -1.1230], [-0.7280, 0.8172, -1.1878], [-1.9000, 1.8620, -0.3963], [-1.1205, 0.7407, 1.6371], [-2.2160, -0.4415, 1.0066], [0.1451, -1.3964, 1.5255], [-0.4798, -1.7263, -0.0138], [1.4675, 1.1793, 1.4830], [2.5787, 1.1707, -0.0391], [0.8824, -1.3773, -1.6598], [2.2974, -0.5071, -1.5821]],
  "forces_ev_per_a": [[0.819, -0.623, 0.846], [-0.749, -0.443, 0.056], [0.200, -0.484, -0.331], [0.799, -0.490, -0.579], [-0.523, -0.143, 0.084], [-0.141, 0.685, -0.015], [-0.310, 0.320, -0.063], [0.169, 0.323, -0.271], [-0.382, 0.168, -0.251], [0.094, 0.403, -0.355], [0.222, -0.054, 0.256], [-0.263, 0.110, 0.685], [0.023, 0.282, -0.195], [0.006, 0.239, -0.136], [0.253, 0.052, 0.244], [-0.062, -0.107, -0.126], [-0.155, -0.239, 0.151]],
  "s2": 0.750,
  "spin_multiplicity": 2,
  "e_above_lowest_kcal_mol": 9.8,
  "fmax_ev_per_a": 1.3,
  "charge": -1,
  "homo_ev": [1.5, -4.5],
  "total_energy_ev": -6851.3932,
  "orbital_gap_ev": [2.962, 8.813]
}

(3)
{
  "formula": "C5H4Br2S2",
  "method": "wB97M-V/def2-TZVPD",
  "elements": ["C", "C", "C", "C", "C", "S", "S", "Br", "Br", "H", "H", "H", "H"],
  "coordinates": [[0.0403, 2.1011, -0.9730], [0.2587, 0.3407, 0.5045], [-0.5709, 1.2840, -0.0811], [1.5074, 0.4006, -0.0568], [-0.6901, -2.0477, 0.3565], [1.7506, 1.7332, -1.0881], [-0.2162, -0.8520, 1.6676], [-2.3223, 1.6005, 0.4931], [2.9270, -0.6646, 0.3314], [-0.2174, 2.9723, -1.5899], [-1.5218, -2.6690, 0.8228], [0.0388, -2.8229, 0.0964], [-0.9841, -1.3763, -0.4834]],
  "forces_ev_per_a": [[1.490, 0.950, -0.874], [1.533, -0.749, 0.121], [-0.950, 1.928, -0.577], [-0.166, 0.823, 0.454], [-1.423, -0.766, 0.916], [-1.366, -0.400, -0.196], [0.034, -0.753, -0.221], [-0.352, -0.092, -0.075], [1.013, -0.868, 0.343], [-0.618, -0.613, 0.709], [0.524, 1.048, -0.966], [0.408, 0.727, -0.087], [-0.127, -1.236, 0.455]],
  "spin_multiplicity": 1,
  "e_above_lowest_kcal_mol": 0.0,
  "fmax_ev_per_a": 2.2,
  "homo_ev": -8.9,
  "total_energy_ev": -167004.3246,
  "orbital_gap_ev": 9.262
}

(4)
{
  "formula": "C23H72N6O13",
  "method": "wB97M-V/def2-TZVPD",
  "elements": ["C", "O", "H", "H", "H", "H", "C", "O", "H", "H", "H", "H", "C", "O", "H", "H", "H", "H", "C", "O", "H", "H", "H", "H", "C", "O", "H", "H", "H", "H", "C", "O", "N", "N", "H", "H", "H", "H", "C", "O", "N", "N", "H", "H", "H", "H", "C", "O", "N", "N", "H", "H", "H", "H", "C", "C", "C", "O", "H", "H", "H", "H", "H", "H", "H", "H", "C", "C", "C", "O", "H", "H", "H", "H", "H", "H", "H", "H", "C", "C", "C", "O", "H", "H", "H", "H", "H", "H", "H", "H", "C", "C", "C", "O", "H", "H", "H", "H", "H", "H", "H", "H", "C", "C", "C", "O", "H", "H", "H", "H", "H", "H", "H", "H"],
  "coordinates": [[-1.7751, -4.3808, -0.1406], [-2.2235, -5.5172, -0.8926], [-1.9030, -4.6467, 0.9427], [-2.3866, -3.4716, -0.4354], [-0.6700, -4.2059, -0.3505], [-1.6158, -5.5053, -1.6547], [-0.5139, -0.2994, 0.3414], [-1.0580, 0.7376, -0.5062], [0.4414, -0.6257, 0.0769], [-1.2365, -1.0645, 0.4871], [-0.4190, 0.2356, 1.3200], [-1.4718, 1.5054, -0.0261], [-3.8723, -0.8501, 0.3445], [-3.4665, -0.6812, -0.9755], [-3.3986, -0.0473, 0.9799], [-3.6326, -1.8551, 0.6709], [-4.9049, -0.7359, 0.4892], [-2.6628, -0.1747, -1.0170], [0.4657, 1.2818, 4.0516], [0.1561, 2.0113, 2.8738], [1.5701, 1.1635, 4.1881], [0.1339, 0.2215, 3.8985], [-0.0074, 1.6249, 5.0016], [0.6107, 2.8662, 2.8029], [1.0353, -3.4476, 1.8159], [-0.1669, -3.9490, 2.3667], [1.6938, -4.2416, 1.5357], [1.5946, -2.9785, 2.5570], [0.9398, -2.7333, 1.1048], [-0.5519, -3.2794, 2.9194], [-2.0374, -1.2154, 4.1847], [-1.6175, -1.7799, 3.0142], [-2.5042, -0.0117, 4.2958], [-2.0138, -1.8690, 5.2979], [-2.4246, 0.5960, 3.4444], [-2.7241, 0.4768, 5.1018], [-1.4308, -2.7922, 5.3415], [-2.1208, -1.3410, 6.1654], [2.1775, 0.6169, -2.6721], [2.6926, 0.8656, -1.4969], [0.9144, 0.2535, -2.7995], [2.8273, 0.2218, -3.7489], [0.3139, 0.3286, -1.9877], [0.4302, 0.2095, -3.7265], [3.8577, 0.2259, -3.6295], [2.3069, -0.0810, -4.5748], [-2.9100, 2.6463, 1.6245], [-2.1528, 3.0684, 0.5528], [-2.5034, 2.4964, 2.8056], [-4.1605, 2.4817, 1.5626], [-1.5054, 2.4378, 2.9580], [-3.1455, 2.4274, 3.5771], [-4.7108, 2.5437, 0.7032], [-4.6582, 2.0509, 2.3167], [-1.7202, 2.4879, -3.2247], [-0.6485, 3.1748, -2.5163], [0.2356, 4.0444, -3.4513], [-1.0032, 3.9477, -1.6238], [-2.2827, 3.2701, -3.7195], [-2.5102, 2.0884, -2.5597], [-1.3693, 1.6433, -3.8805], [0.1248, 2.4833, -2.0797], [-0.3108, 4.9358, -3.8642], [0.5460, 3.5025, -4.3815], [1.1328, 4.3790, -3.0232], [-1.4374, 3.4093, -0.9154], [1.3871, 3.5117, 0.3240], [1.5300, 4.5672, 1.4105], [0.1644, 5.0684, 1.7380], [1.9388, 4.2398, 2.5495], [1.2826, 3.9873, -0.5850], [0.5569, 2.7663, 0.4108], [2.3234, 3.0446, -0.0023], [2.2543, 5.2661, 0.9506], [-0.4712, 4.3514, 2.2497], [-0.2662, 5.4930, 0.8062], [0.1992, 5.9700, 2.3817], [2.9170, 4.2817, 2.4408], [2.0082, -4.1080, -1.6053], [2.3726, -2.6013, -1.7710], [3.4659, -2.3493, -0.7744], [2.7554, -2.3396, -2.9389], [1.3925, -4.2113, -0.6849], [2.9404, -4.7107, -1.4090], [1.5121, -4.5242, -2.4692], [1.5106, -2.0012, -1.5373], [3.7691, -1.3123, -0.6283], [4.3415, -2.9117, -1.0439], [3.0478, -2.5592, 0.2285], [2.4644, -1.4304, -3.0421], [-2.4083, -3.5869, -4.9884], [-2.3848, -3.1195, -3.5722], [-1.1691, -2.2234, -3.1512], [-3.3071, -2.2740, -3.3593], [-2.4224, -2.7828, -5.7100], [-3.3176, -4.1487, -5.2533], [-1.5315, -4.1957, -5.1706], [-2.5208, -3.9260, -2.8806], [-1.2020, -1.7750, -2.2025], [-1.0169, -1.3835, -3.7835], [-0.2841, -2.9177, -3.1393], [-3.3790, -1.9970, -2.4764], [2.5410, 0.2599, 1.5859], [3.9381, 0.3771, 2.1820], [4.8797, 0.6783, 1.0642], [4.1152, 1.2723, 3.0847], [1.8955, -0.3883, 2.1755], [2.5015, -0.1945, 0.5958], [2.0385, 1.1514, 1.5836], [4.1842, -0.5950, 2.5015], [5.3068, -0.2003, 0.5260], [5.7924, 1.2117, 1.3322], [4.3101, 1.1998, 0.3233], [3.6822, 0.8892, 3.8932]],
  "forces_ev_per_a": [[0.152, 0.116, 0.470], [0.917, 0.366, -0.705], [0.152, 0.650, -1.132], [0.764, -0.772, 0.478], [-1.434, 0.046, 0.449], [-0.726, -0.458, 0.270], [-1.795, 3.195, 2.420], [-0.171, -0.315, -0.932], [1.359, -0.445, -1.000], [-0.353, -1.008, -0.075], [0.290, -0.968, -0.377], [0.677, -0.709, -0.057], [1.787, 0.687, 0.984], [-1.154, -0.496, -1.060], [-0.184, -1.077, -0.225], [0.363, -0.089, 0.533], [-1.732, 0.281, -0.322], [0.951, 0.654, 0.095], [0.889, -1.391, 0.192], [-0.586, -0.269, 0.599], [-0.827, 0.557, 0.030], [0.065, 0.961, -0.114], [0.299, 0.263, -0.709], [0.620, -0.248, 0.436], [-0.332, -2.108, 2.320], [0.721, -1.092, -0.591], [-0.015, -0.774, -0.700], [1.113, 1.110, 1.763], [-0.774, 1.932, -2.782], [-0.590, 0.905, 0.117], [2.475, -3.537, -6.395], [-1.924, 2.971, 5.174], [-0.608, 3.392, -4.385], [2.004, -4.328, 3.507], [-0.123, -1.194, 1.187], [-0.311, 0.411, 1.911], [-1.747, 2.527, -0.150], [0.106, -0.656, -0.390], [1.005, -0.731, 5.366], [-1.326, -0.105, -4.482], [-3.679, 0.081, -0.516], [3.614, 1.075, -1.679], [-0.181, 0.460, -0.175], [0.813, 0.100, 1.527], [-1.188, -0.051, -0.931], [0.972, 0.225, 0.446], [3.980, 3.333, -7.477], [-3.050, -2.595, 4.894], [3.286, -0.447, 4.774], [-6.464, -0.613, -2.637], [0.733, 0.100, 0.240], [0.112, 0.230, -0.150], [0.768, 0.145, 0.354], [-0.093, -0.071, 0.124], [-1.739, -1.668, -0.859], [6.717, -3.986, -5.602], [-1.431, -0.601, -2.975], [-4.369, 5.279, 7.937], [-0.057, 0.010, -0.966], [0.673, -0.216, 0.145], [-0.505, 1.053, 0.313], [-0.572, -0.390, -0.579], [0.180, -0.660, 0.665], [-0.217, 0.076, 0.650], [1.101, 0.453, 1.062], [0.191, 1.284, -0.324], [0.663, -1.851, 0.448], [-3.630, 1.869, -7.272], [-1.227, 3.468, -1.624], [6.119, -2.997, 7.558], [-1.256, 1.590, -1.877], [0.843, 0.568, 0.184], [0.215, -0.703, 1.096], [-0.787, 0.725, -0.060], [-0.012, -0.168, -0.480], [-0.520, -0.806, 0.505], [0.312, -0.513, 0.064], [-0.686, -0.903, 1.303], [0.622, 0.000, 1.271], [-1.613, -3.547, 6.887], [-0.406, 1.014, 2.047], [1.815, 1.764, -7.632], [0.276, -0.154, -0.782], [-0.800, 0.553, -0.357], [-0.312, -0.004, -0.250], [-0.869, 0.184, 0.698], [-0.093, 0.212, -0.761], [0.335, -0.535, 0.184], [0.635, -0.589, -0.190], [0.603, -0.103, -1.071], [0.001, -0.612, -0.686], [4.885, -0.604, 0.503], [2.540, -3.896, -1.263], [-7.924, 4.042, -1.586], [0.299, 0.619, 0.028], [0.281, -0.111, 0.538], [0.130, -0.296, -0.250], [0.604, -1.304, 0.337], [-0.727, 0.041, 1.716], [-0.010, 0.340, -1.264], [-0.006, 1.069, -0.108], [-0.180, 0.782, 1.971], [0.126, -2.455, 0.488], [-0.378, -3.836, -5.624], [1.468, -0.569, -1.755], [-0.641, 3.409, 6.469], [-0.024, -0.299, 0.496], [0.396, 0.356, 0.031], [-0.964, 2.522, -0.401], [0.467, -1.621, 0.972], [-0.715, 0.189, 0.495], [-0.298, 0.360, 0.421], [0.133, 0.743, -0.699], [0.716, 1.195, -0.697]],
  "spin_multiplicity": 1,
  "e_above_lowest_kcal_mol": 170.0,
  "fmax_ev_per_a": 10.5,
  "homo_ev": -8.6,
  "total_energy_ev": -60568.6796,
  "orbital_gap_ev": 8.124
}